{"formula": "C2H6N3O", "method": "ωB97M-V with the def2-TZVPD basis set", "homo_energy_ev": [-13.30, -13.30], "de_lowest_kcal_mol": 159.4, "fmax_ha_per_bohr": 0.072, "charge": 1, "total_energy_ev": -8676.306, "species": ["C", "C", "N", "N", "N", "O", "H", "H", "H", "H", "H", "H"], "coordinates": [[1.2200, 1.1620, -0.1848], [1.8086, -0.9950, -0.1105], [2.0219, 0.2216, 0.2425], [-0.8330, -0.0496, -0.6565], [-2.0067, -0.0749, 0.1369], [-0.0793, 1.0826, -0.2163], [1.4242, 2.2858, -0.1710], [1.2272, -1.3731, -0.9251], [2.2262, -1.7191, 0.6252], [-2.7573, -0.6565, -0.3970], [-2.3820, 0.7124, 0.6205], [-1.8697, -0.5964, 1.0359]], "atomic_forces_ev_per_a": [[-1.73, 3.02, 1.19], [0.98, -1.08, 2.55], [-0.41, -0.91, -1.70], [1.85, -0.62, -0.63], [-1.21, -3.09, 1.60], [-0.83, 0.81, -0.49], [0.55, -1.82, -0.10], [-0.10, 0.27, -0.71], [-0.18, 0.20, -0.92], [1.49, 1.63, 0.88], [-0.67, 2.21, -0.90], [0.25, -0.61, -0.76]]}